Model w:
Below is a 7-piece molecular cluster, C7H15Cl12NO2 overall, with properties calculated with ωB97M-V/def2-TZVPD.

As for the structure (SMILES): C[N+](=O)[O-].ClCCl.ClCCl.ClCCl.ClCCl.ClCCl.ClCCl. The gap between HOMO and LUMO comes out at 10.9 eV. The value obtained for the HOMO energy is -10.8086 eV. Its total charge is 0.

Last column: Mulliken charge in e.
Atoms and positions in Å:
C  -0.232  -0.352  -0.040  -0.69
N  -0.604  -0.859  1.312  0.85
O  -0.884  -2.040  1.396  -0.51
O  -0.688  -0.053  2.225  -0.51
H  -1.015  -0.497  -0.784  0.29
H  0.595  -1.013  -0.296  0.28
H  0.046  0.699  -0.113  0.30
Cl  -5.998  -0.486  2.164  -0.15
C  -6.353  -2.166  2.491  -0.22
Cl  -6.241  -3.163  1.017  -0.15
H  -5.606  -2.493  3.214  0.24
H  -7.342  -2.231  2.946  0.28
Cl  -6.356  2.558  -4.604  -0.15
C  -5.708  1.492  -3.314  -0.21
Cl  -4.917  0.056  -4.054  -0.15
H  -4.968  2.020  -2.713  0.26
H  -6.568  1.108  -2.764  0.25
Cl  7.544  -3.275  -4.163  -0.14
C  6.483  -2.046  -3.436  -0.22
Cl  5.576  -2.793  -2.055  -0.16
H  6.948  -1.121  -3.096  0.28
H  5.769  -1.788  -4.219  0.23
Cl  5.025  2.490  -0.400  -0.14
C  5.728  3.055  1.116  -0.26
Cl  6.405  1.776  2.079  -0.14
H  6.535  3.728  0.829  0.25
H  5.027  3.677  1.673  0.28
Cl  -2.185  -3.169  7.765  -0.15
C  -0.477  -3.257  7.202  -0.25
Cl  0.668  -3.871  8.409  -0.14
H  -0.418  -3.975  6.384  0.24
H  -0.147  -2.379  6.646  0.30
Cl  1.108  2.469  -4.971  -0.14
C  0.997  4.192  -4.612  -0.22
Cl  -0.510  4.410  -3.702  -0.15
H  1.842  4.518  -4.005  0.25
H  0.922  4.779  -5.528  0.26

---

Model x:
Below is a 7-piece molecular cluster, C7H15Cl12NO2 overall, with properties calculated with ωB97M-V/def2-TZVPD.

As for the structure (SMILES): C[N+](=O)[O-].ClCCl.ClCCl.ClCCl.ClCCl.ClCCl.ClCCl. The gap between HOMO and LUMO comes out at 10.3 eV. The value obtained for the HOMO energy is -10.9224 eV. Its total charge is 0.

Last column: Mulliken charge in e.
Atoms and positions in Å:
C  -0.439  -0.352  -0.122  -0.73
N  0.969  -0.336  -0.576  0.89
O  1.202  0.340  -1.579  -0.45
O  1.873  -0.708  0.198  -0.55
H  -1.128  -0.905  -0.761  0.26
H  -0.777  0.671  0.044  0.24
H  -0.296  -0.756  0.880  0.31
Cl  -0.038  4.852  -0.006  -0.16
C  1.459  3.873  0.133  0.05
Cl  2.287  4.086  -1.426  -0.14
H  2.033  4.246  0.981  0.28
H  1.124  2.848  0.293  -0.05
Cl  1.196  -1.683  -3.539  -0.07
C  1.099  -1.727  -5.304  -0.25
Cl  0.723  -3.363  -5.944  -0.16
H  0.232  -1.122  -5.568  0.14
H  1.952  -1.337  -5.860  0.36
Cl  6.309  -1.366  0.980  -0.14
C  4.914  -1.450  2.093  0.21
Cl  4.793  -3.140  2.852  -0.18
H  4.940  -0.727  2.909  0.27
H  4.048  -1.348  1.438  -0.14
Cl  -1.761  -1.418  3.203  -0.06
C  -1.454  -1.688  4.859  -0.33
Cl  -1.342  -3.438  5.415  -0.17
H  -0.495  -1.216  5.074  0.26
H  -2.179  -1.215  5.521  0.30
Cl  -3.343  1.175  1.236  -0.10
C  -3.884  1.887  2.795  -0.29
Cl  -4.657  3.408  2.383  -0.15
H  -4.613  1.257  3.304  0.31
H  -3.000  2.194  3.353  0.23
Cl  -3.340  0.745  -4.811  -0.17
C  -2.276  -0.253  -3.754  0.14
Cl  -2.570  -2.037  -3.899  -0.14
H  -1.251  -0.072  -4.078  0.06
H  -2.310  0.073  -2.715  0.10

---

model w ends up most stable, edging out the next structure by 0.212 eV.

---

Model w:
Below is a 2-piece molecular cluster, C3H9NO3 overall, with properties calculated with ωB97M-V/def2-TZVPD.

As for the structure (SMILES): O=CNCCO.O. The gap between HOMO and LUMO comes out at 10.3 eV. The value obtained for the HOMO energy is -9.6277 eV. Its total charge is 0.

Last column: Mulliken charge in e.
Atoms and positions in Å:
O  0.933  -0.184  2.418  -0.59
C  0.329  -0.030  1.354  0.13
N  0.072  -1.037  0.500  -0.18
C  -0.428  -0.934  -0.877  -0.50
C  -1.952  -0.520  -0.972  -0.34
O  -2.207  0.463  -2.013  -0.51
H  -0.024  0.965  0.990  0.29
H  0.434  -1.972  0.702  0.24
H  0.237  -0.280  -1.474  0.28
H  -0.376  -1.952  -1.309  0.30
H  -2.265  -0.147  0.022  0.26
H  -2.527  -1.442  -1.181  0.30
H  -2.783  -0.007  -2.651  0.32
O  3.428  2.042  1.268  -0.62
H  2.826  2.760  1.569  0.31
H  4.304  2.276  1.651  0.31

---

Model x:
Below is a 3-piece molecular cluster, C3H9NO3 overall, with properties calculated with ωB97M-V/def2-TZVPD.

As for the structure (SMILES): C=NOC.C=O.O. The gap between HOMO and LUMO comes out at 10.7 eV. The value obtained for the HOMO energy is -9.9497 eV. Its total charge is 0.

Last column: Mulliken charge in e.
Atoms and positions in Å:
C  0.427  1.721  1.251  -0.27
N  1.340  1.008  0.758  -0.48
O  0.961  0.233  -0.339  -0.03
C  2.039  -0.592  -0.748  -0.59
H  0.710  2.336  2.090  0.27
H  -0.609  1.710  0.925  0.32
H  1.652  -1.206  -1.559  0.26
H  2.380  -1.232  0.068  0.29
H  2.881  0.009  -1.099  0.25
C  -1.524  -1.390  0.518  -0.17
O  -2.703  -1.229  0.780  -0.40
H  -1.207  -2.048  -0.308  0.30
H  -0.747  -1.066  1.226  0.27
O  -2.082  0.692  -0.948  -0.60
H  -2.353  0.836  -1.863  0.26
H  -1.165  0.219  -0.751  0.33

---

Model y:
Below is a 2-piece molecular cluster, C3H9NO3 overall, with properties calculated with ωB97M-V/def2-TZVPD.

As for the structure (SMILES): C[C@@H](N)C(=O)O.O. The gap between HOMO and LUMO comes out at 9.5 eV. The value obtained for the HOMO energy is -9.0137 eV. Its total charge is 0.

Last column: Mulliken charge in e.
Atoms and positions in Å:
C  1.641  -1.058  0.069  -1.29
C  0.193  -1.056  0.510  0.68
N  -0.144  0.233  1.153  -0.61
C  -0.774  -1.295  -0.601  0.22
O  -1.621  -2.130  -0.679  -0.54
O  -0.542  -0.414  -1.642  -0.46
H  1.945  -1.972  -0.450  0.35
H  1.841  -0.397  -0.784  0.30
H  2.222  -0.894  0.969  0.35
H  0.065  -1.808  1.302  0.24
H  0.578  0.532  1.798  0.21
H  -0.392  0.956  0.489  0.27
H  -1.276  -0.491  -2.257  0.32
O  -0.957  2.919  0.101  -0.65
H  -1.512  3.466  0.703  0.30
H  -1.265  3.409  -0.679  0.30

---

model y ends up most stable, edging out the next structure by 0.683 eV.

---

Model w:
Below is a 2-piece molecular cluster, C3H9NO3 overall, with properties calculated with ωB97M-V/def2-TZVPD.

As for the structure (SMILES): N[C@H](C=O)CO.O. The gap between HOMO and LUMO comes out at 10.1 eV. The value obtained for the HOMO energy is -9.4108 eV. Its total charge is 0.

Last column: Mulliken charge in e.
Atoms and positions in Å:
N  0.138  -0.542  1.396  -0.60
C  0.358  0.669  0.626  0.09
C  -1.002  1.326  0.312  -0.01
O  -1.449  1.562  -0.797  -0.50
C  1.151  0.430  -0.685  -0.43
O  2.471  -0.050  -0.548  -0.54
H  0.983  -0.912  1.776  0.24
H  -0.365  -1.345  0.923  0.29
H  0.858  1.315  1.322  0.33
H  -1.607  1.517  1.257  0.32
H  0.528  -0.264  -1.303  0.19
H  1.280  1.347  -1.217  0.35
H  2.384  -0.998  -0.254  0.31
O  -1.642  -1.562  -0.713  -0.64
H  -1.613  -0.603  -1.001  0.29
H  -2.474  -1.890  -1.093  0.30

---

Model x:
Below is a 2-piece molecular cluster, C3H9NO3 overall, with properties calculated with ωB97M-V/def2-TZVPD.

As for the structure (SMILES): CC(=O)NCO.O. The gap between HOMO and LUMO comes out at 10.2 eV. The value obtained for the HOMO energy is -9.8719 eV. Its total charge is 0.

Last column: Mulliken charge in e.
Atoms and positions in Å:
C  -1.003  0.912  -0.897  -0.99
C  -0.211  1.956  -0.145  0.56
O  -0.236  3.118  -0.482  -0.62
N  0.608  1.516  0.867  -0.09
C  0.638  0.173  1.409  -0.21
O  1.857  -0.044  2.093  -0.55
H  -1.944  1.341  -1.247  0.32
H  -0.464  0.675  -1.821  0.25
H  -1.289  -0.031  -0.436  0.34
H  1.077  2.277  1.336  0.23
H  -0.211  -0.009  2.075  0.26
H  0.606  -0.541  0.590  0.15
H  1.722  0.201  3.012  0.33
O  -0.061  -4.033  -2.134  -0.63
H  -0.895  -4.323  -2.515  0.32
H  -0.195  -3.188  -1.705  0.31

---

model x ends up most stable, edging out the next structure by 0.778 eV.

---

Model w:
Below is a 2-piece molecular cluster, C3H9NO3 overall, with properties calculated with ωB97M-V/def2-TZVPD.

As for the structure (SMILES): CCNC(=O)O.O. The gap between HOMO and LUMO comes out at 11.1 eV. The value obtained for the HOMO energy is -10.4376 eV. Its total charge is 0.

Last column: Mulliken charge in e.
Atoms and positions in Å:
C  2.244  0.197  -2.437  -1.18
C  0.957  -0.158  -1.734  -0.26
N  0.797  0.771  -0.604  -0.21
C  -0.150  0.523  0.330  0.53
O  -0.767  -0.501  0.500  -0.67
O  -0.370  1.629  1.098  -0.48
H  2.536  -0.555  -3.183  0.36
H  3.016  0.271  -1.687  0.34
H  2.154  1.065  -3.094  0.32
H  1.021  -1.131  -1.255  0.25
H  0.053  -0.111  -2.321  0.31
H  0.836  1.767  -0.768  0.27
H  -1.045  1.361  1.736  0.33
O  -2.239  -1.770  2.687  -0.64
H  -3.115  -1.909  2.309  0.29
H  -1.752  -1.350  1.962  0.43

---

Model x:
Below is a 2-piece molecular cluster, C3H9NO3 overall, with properties calculated with ωB97M-V/def2-TZVPD.

As for the structure (SMILES): NC(=O)CCO.O. The gap between HOMO and LUMO comes out at 10.1 eV. The value obtained for the HOMO energy is -9.6962 eV. Its total charge is 0.

Last column: Mulliken charge in e.
Atoms and positions in Å:
N  0.634  1.616  0.464  -0.38
C  -0.122  0.869  1.371  0.47
O  -0.331  1.283  2.487  -0.60
C  -0.642  -0.423  0.827  -0.45
C  0.461  -1.461  0.524  -0.44
O  -0.207  -2.584  -0.074  -0.52
H  0.780  2.514  0.883  0.26
H  0.287  1.518  -0.482  0.20
H  -1.139  -0.329  -0.149  0.27
H  -1.225  -0.872  1.632  0.27
H  0.820  -1.816  1.481  0.29
H  1.280  -1.160  -0.146  0.35
H  0.463  -3.252  -0.264  0.30
O  -0.078  1.328  -2.575  -0.64
H  0.000  1.757  -3.434  0.29
H  -0.980  1.012  -2.547  0.31

---

Model y:
Below is one molecule with the formula C3H9NO3, with properties calculated with ωB97M-V/def2-TZVPD.

As for the structure (SMILES): C[C@H](O)[C@H](O)NO. The gap between HOMO and LUMO comes out at 10.3 eV. The value obtained for the HOMO energy is -9.5845 eV. Its total charge is 0.

Last column: Mulliken charge in e.
Atoms and positions in Å:
C  1.348  -0.990  -0.358  -1.33
C  0.639  -0.064  0.608  0.49
O  0.120  -0.967  1.841  -0.60
C  -0.701  0.509  0.272  -0.20
O  -1.625  -0.389  -0.263  -0.55
N  -0.178  1.405  -0.884  -0.33
O  -1.237  2.317  -1.260  -0.42
H  1.871  -0.427  -1.136  0.34
H  0.653  -1.695  -0.820  0.32
H  2.106  -1.563  0.182  0.41
H  1.296  0.657  1.093  0.24
H  0.764  -1.669  2.032  0.28
H  -1.130  1.113  1.072  0.36
H  -1.901  -0.940  0.492  0.37
H  0.030  0.911  -1.751  0.25
H  -2.052  1.792  -1.118  0.35

---

model w ends up most stable, edging out the next structure by 0.850 eV.